(1)
Formula: C9H11NO
Source: the Open Molecules 2025 dataset
Level of theory: ωB97M-V/def2-TZVPD

Calculated values
Energy above the lowest of the compared OMol25 structures with the same formula, charge and spin, eV: 5.587
Max |F|, eV Å⁻¹: 4.6
DFT total energy, Ha: -479.33929
E_LUMO, eV: 0.33
HOMO-LUMO gap, eV: 8.01
HOMO level, Eh: -0.282

XYZ file:
```
22
Properties=species:S:1:pos:R:3:mulliken_charge:R:1
C 1.84 -1.24 0.86 -0.416
C 1.69 0.06 1.11 -0.764
C 1.18 -1.93 -0.25 -0.340
C 0.91 0.84 0.18 -0.014
C 0.14 -1.30 -0.87 -0.720
C -0.37 -0.05 -0.23 0.219
C -2.73 1.12 0.38 -0.132
C -1.73 0.06 -0.10 -0.052
C 1.84 1.34 -1.05 -1.152
N -2.77 -0.88 -0.18 -0.243
O -3.77 0.07 0.17 -0.330
H 2.58 -1.81 1.38 0.411
H 1.93 0.56 1.95 0.521
H 1.44 -2.94 -0.44 0.476
H 0.47 1.72 0.74 0.435
H -0.45 -1.73 -1.71 0.361
H -2.80 1.28 1.51 0.240
H -2.74 2.09 -0.19 0.263
H 2.56 2.07 -0.55 0.356
H 1.18 1.81 -1.84 0.307
H 2.38 0.46 -1.35 0.309
H -2.77 -1.61 0.50 0.267
```

(2)
Formula: C5H7NS2
Source: the Open Molecules 2025 dataset
Level of theory: ωB97M-V/def2-TZVPD

Calculated values
Energy above the lowest of the compared OMol25 structures with the same formula, charge and spin, eV: 2.738
Max |F|, eV Å⁻¹: 5.4
DFT total energy, Ha: -1045.74346
E_LUMO, eV: 0.45
HOMO-LUMO gap, eV: 8.36
HOMO level, Eh: -0.291

XYZ file:
```
15
Properties=species:S:1:pos:R:3:mulliken_charge:R:1
C 0.12 0.59 0.33 0.369
C -0.08 -0.44 -0.48 0.359
C 2.08 0.34 0.83 0.189
C -0.62 1.63 0.94 -1.111
C -1.34 -0.94 -1.13 -1.289
N 0.97 -1.35 -0.76 -0.311
S 2.90 1.23 1.81 -0.306
S 2.42 -1.05 0.07 -0.036
H -0.47 2.52 0.35 0.272
H -0.13 1.83 1.89 0.313
H -1.67 1.41 1.19 0.342
H -2.29 -0.73 -0.66 0.339
H -1.26 -1.99 -1.07 0.366
H -1.47 -0.70 -2.22 0.242
H 0.85 -2.34 -1.09 0.261
```

(3)
Formula: C5H7NO
Source: the Open Molecules 2025 dataset
Level of theory: ωB97M-V/def2-TZVPD

Calculated values
Energy above the lowest of the compared OMol25 structures with the same formula, charge and spin, eV: 0.707
Max |F|, eV Å⁻¹: 1.2
DFT total energy, Ha: -324.69849
E_LUMO, eV: 0.74
HOMO-LUMO gap, eV: 11.22
HOMO level, Eh: -0.385

XYZ file:
```
14
Properties=species:S:1:pos:R:3:mulliken_charge:R:1
C -1.01 -1.03 0.50 -1.322
C -0.58 0.38 0.08 0.607
C 0.82 0.40 -0.54 -0.776
C 1.91 0.07 0.45 -0.006
O 1.76 0.13 1.64 -0.474
C -1.54 0.94 -0.89 0.009
N -2.28 1.37 -1.67 -0.446
H -2.02 -1.02 0.90 0.358
H -0.33 -1.41 1.26 0.374
H -0.98 -1.71 -0.37 0.331
H -0.57 1.03 0.96 0.254
H 0.88 -0.29 -1.39 0.371
H 1.05 1.39 -0.95 0.362
H 2.88 -0.25 0.01 0.358
```

(4)
Formula: C11H24AuIN3OTa
Source: the Open Molecules 2025 dataset
Level of theory: ωB97M-V/def2-TZVPD

Calculated values
Energy above the lowest of the compared OMol25 structures with the same formula, charge and spin, eV: 0.000
Max |F|, eV Å⁻¹: 5.3
DFT total energy, Ha: -1162.85667
Net charge: +2
E_LUMO, eV: -10.08
HOMO-LUMO gap, eV: 5.88
HOMO level, Eh: -0.587

XYZ file:
```
42
Properties=species:S:1:pos:R:3:mulliken_charge:R:1
N -2.09 -1.37 -0.11 -0.511
C -3.23 -1.86 -0.03 0.945
O -4.29 -2.36 0.07 -0.334
Au 1.62 -1.48 -1.19 0.315
Ta -0.42 -0.33 0.04 -0.167
N -0.55 1.22 -1.13 0.595
N 1.33 -0.78 0.93 1.052
C -1.77 1.90 -1.65 0.832
C 1.76 -1.95 1.75 0.866
C -2.16 1.17 -2.93 -1.204
C -1.44 3.37 -1.94 -1.561
C -2.90 1.85 -0.64 -1.522
C 3.17 -2.31 1.30 -1.319
C 1.77 -1.59 3.24 -1.504
C 0.79 -3.08 1.48 -1.577
H -1.34 1.21 -3.66 0.347
H -3.05 1.65 -3.36 0.447
H -2.38 0.12 -2.71 0.260
H -1.03 3.86 -1.05 0.396
H -2.37 3.88 -2.23 0.473
H -0.75 3.49 -2.78 0.376
H -3.21 0.82 -0.41 0.225
H -3.76 2.36 -1.10 0.509
H -2.63 2.38 0.28 0.322
H 3.18 -2.47 0.21 0.305
H 3.47 -3.26 1.78 0.445
H 3.89 -1.53 1.57 0.382
H 2.59 -0.89 3.45 0.468
H 1.96 -2.51 3.80 0.474
H 0.81 -1.16 3.53 0.189
H -0.22 -2.83 1.84 0.345
H 1.14 -3.97 2.02 0.497
H 0.76 -3.34 0.41 0.375
C 2.10 0.48 1.20 -0.891
H 1.56 1.35 0.79 0.319
H 2.23 0.63 2.27 0.332
H 3.07 0.40 0.70 0.391
C 0.67 1.53 -1.91 -0.899
H 1.27 2.32 -1.43 0.361
H 1.29 0.62 -2.04 0.138
H 0.36 1.85 -2.91 0.506
I -1.23 0.62 2.51 0.003
```

(5)
Formula: C26H44F3N7O2SSiSr
Source: the Open Molecules 2025 dataset
Level of theory: ωB97M-V/def2-TZVPD

Calculated values
Energy above the lowest of the compared OMol25 structures with the same formula, charge and spin, eV: 1.127
Max |F|, eV Å⁻¹: 1.3
DFT total energy, Ha: -2568.96494
E_LUMO, eV: -0.05
HOMO-LUMO gap, eV: 5.96
HOMO level, Eh: -0.221

XYZ file:
```
85
Properties=species:S:1:pos:R:3:mulliken_charge:R:1
Sr 0.99 -0.42 0.20 0.994
C -2.88 -1.85 2.68 -0.946
C -2.15 -0.50 2.68 -1.152
N -0.74 -0.51 2.30 0.918
C 0.15 -1.31 3.15 -0.420
C 1.62 -1.53 2.72 -2.188
N 1.97 -2.40 1.56 -0.188
C 0.91 -3.29 1.07 1.069
C 1.28 -3.99 -0.24 -1.407
C 1.24 -3.14 -1.51 -0.325
N 0.12 -2.20 -1.59 0.904
C -1.19 -2.77 -1.93 -0.862
C -1.98 -3.28 -0.74 -0.884
N -2.20 -2.26 0.27 -0.046
C -2.58 -2.84 1.55 -0.652
H -3.94 -1.62 2.70 0.411
H -2.68 -2.37 3.62 0.317
H -2.29 -0.05 3.68 0.389
H -2.64 0.16 1.97 0.341
H -0.45 0.47 2.33 -0.605
H -0.31 -2.29 3.29 0.523
H 0.24 -0.88 4.15 0.599
H 2.06 -1.97 3.62 0.454
H 2.13 -0.56 2.62 0.648
H 2.76 -2.96 1.83 0.427
H -0.01 -2.73 0.89 -1.064
H 0.66 -4.06 1.81 0.527
H 0.62 -4.86 -0.31 0.390
H 2.30 -4.40 -0.17 0.583
H 1.26 -3.81 -2.38 0.512
H 2.15 -2.54 -1.57 -0.149
H 0.37 -1.52 -2.30 -0.374
H -1.09 -3.59 -2.65 0.349
H -1.77 -1.99 -2.44 0.178
H -1.43 -4.10 -0.26 0.274
H -2.91 -3.73 -1.11 0.505
H -2.87 -1.57 -0.04 0.276
H -1.74 -3.48 1.86 0.211
H -3.44 -3.52 1.47 0.501
F -0.39 5.26 1.96 -0.226
C 0.87 5.23 2.42 0.584
F 1.02 6.34 3.18 -0.320
F 1.70 5.38 1.38 -0.214
C 1.16 3.99 3.23 -0.242
C 1.50 4.12 4.56 -0.138
C 1.75 2.99 5.33 -1.007
C 1.62 1.77 4.70 -0.191
N 1.29 1.61 3.42 0.070
C 1.07 2.69 2.65 0.153
S 0.66 2.45 0.98 -0.180
H 1.57 5.11 4.99 0.495
H 2.02 3.07 6.37 0.401
H 1.80 0.86 5.26 0.369
O 1.39 1.98 -5.74 -0.530
C 0.09 2.48 -5.72 -0.438
N -0.91 1.48 -6.05 -0.036
C -1.80 0.86 -5.24 0.053
O -2.64 0.09 -5.66 -0.664
C -1.76 1.16 -3.77 -0.289
C -2.83 1.83 -3.19 -0.562
C -2.83 2.02 -1.82 -1.426
C -1.79 1.48 -1.07 -0.458
N -0.78 0.80 -1.62 1.717
C -0.76 0.69 -2.94 -0.798
H 1.70 1.77 -4.85 0.007
H 0.03 3.26 -6.47 0.373
H -0.17 2.91 -4.75 0.390
H -0.99 1.21 -7.02 0.270
H -3.64 2.19 -3.81 0.517
H -3.62 2.57 -1.32 0.485
H -1.77 1.60 0.00 0.399
H 0.11 0.19 -3.37 0.331
C 4.73 0.58 -1.98 -1.419
Si 2.85 0.52 -2.31 1.172
C 2.47 2.34 -2.79 -1.192
C 2.90 -0.43 -4.00 -1.567
H 5.28 0.97 -2.85 0.331
H 5.13 -0.41 -1.75 0.323
H 4.97 1.22 -1.12 0.284
H 3.21 2.72 -3.50 0.415
H 2.50 2.97 -1.90 0.323
H 1.47 2.48 -3.21 0.145
H 3.35 0.16 -4.81 0.484
H 1.95 -0.83 -4.38 0.316
H 3.56 -1.29 -3.86 0.457
```